1.
C32H23CuI2N2O6P2S2 | ωB97M-V/def2-TZVPD

Calculated values
LUMO level in eV: 2.76
2S+1: 1
Net charge: -2
HOMO level in eV: -2.0
Kohn-Sham gap in eV: 4.77

Atoms and positions in Å:
Cu1 -0.7527 0.2974 -1.8398
S1 -1.9216 2.2748 -1.9427
P1 -1.3419 1.7485 0.0257
C1 -0.0679 0.6799 0.2333
P2 1.4814 1.1710 -0.3156
S2 1.8607 2.0481 -2.0472
C2 2.2566 2.1754 1.0313
C3 2.5784 3.5129 0.8338
C4 3.0240 4.2979 1.8965
C5 3.1585 3.7474 3.1624
C6 2.8437 2.4063 3.3681
C7 2.3903 1.6301 2.3104
C8 2.4936 -0.3821 -0.2386
C9 1.9083 -1.5976 0.0951
C10 2.6359 -2.7858 0.0177
C11 3.9629 -2.7665 -0.3886
C12 4.5614 -1.5513 -0.7095
C13 3.8291 -0.3729 -0.6422
C14 -2.8758 0.8932 0.5874
C15 -4.0915 1.5698 0.6419
C16 -5.2434 0.9265 1.0746
C17 -5.1888 -0.4096 1.4524
C18 -3.9810 -1.0931 1.3890
C19 -2.8281 -0.4437 0.9581
C20 -1.3915 3.2475 1.1047
C21 -2.0028 4.4570 0.7895
C22 -1.8851 5.5493 1.6419
C23 -1.1753 5.4342 2.8291
C24 -0.5922 4.2191 3.1718
C25 -0.6929 3.1358 2.3084
H1 2.4632 3.9312 -0.1605
H2 3.2628 5.3426 1.7288
H3 3.5022 4.3579 3.9902
H4 2.9436 1.9717 4.3574
H5 2.1176 0.5918 2.4681
H6 0.8651 -1.5937 0.3923
H7 2.1584 -3.7288 0.2662
H8 4.5223 -3.6923 -0.4782
H9 5.5954 -1.5294 -1.0371
H10 4.2752 0.5683 -0.9407
H11 -4.1375 2.6068 0.3315
H12 -6.1838 1.4642 1.1097
H13 -6.0856 -0.9168 1.7915
H14 -3.9361 -2.1407 1.6652
H15 -1.8756 -0.9541 0.8889
H16 -2.5689 4.5551 -0.1277
H17 -2.3285 6.4984 1.3605
H18 -1.0679 6.2933 3.4826
H19 -0.0400 4.1189 4.0995
H20 -0.2107 2.1939 2.5408
I1 -1.0149 4.4561 -2.6679
I2 -0.2902 7.2820 -3.6814
O1 -1.8573 -1.5059 -1.9496
C26 -0.7656 -1.9055 -2.4167
O2 0.1634 -1.1580 -2.8243
C27 -0.5162 -3.3994 -2.4564
C28 -1.5428 -4.2830 -2.1724
C29 -1.2843 -5.6395 -2.1989
C30 -0.0352 -6.1501 -2.4783
C31 0.9697 -5.2424 -2.7393
C32 0.7575 -3.8785 -2.7400
N1 2.3263 -5.7741 -3.0292
O3 3.2052 -4.9772 -3.2563
O4 2.4687 -6.9844 -3.0068
N2 -2.3850 -6.5945 -1.9183
O5 -2.1281 -7.7830 -1.9686
O6 -3.4751 -6.1323 -1.6616
H21 -2.5251 -3.9000 -1.9302
H22 0.1486 -7.2123 -2.4919
H23 1.5567 -3.1757 -2.9395

Atom-resolved charges from Mulliken, all expressed in e: atom 1 (Cu): -0.807, atom 2 (S): -0.483, atom 3 (P): 2.409, atom 4 (C): -1.713, atom 5 (P): 1.818, atom 6 (S): -0.438, atom 7 (C): 0.145, atom 8 (C): -0.394, atom 9 (C): -0.628, atom 10 (C): -0.412, atom 11 (C): -0.541, atom 12 (C): -0.644, atom 13 (C): -0.418, atom 14 (C): 0.219, atom 15 (C): -0.704, atom 16 (C): -0.410, atom 17 (C): -0.734, atom 18 (C): -0.537, atom 19 (C): 0.324, atom 20 (C): -0.583, atom 21 (C): -0.745, atom 22 (C): -0.402, atom 23 (C): -0.824, atom 24 (C): 0.047, atom 25 (C): 0.537, atom 26 (C): -0.548, atom 27 (C): -0.783, atom 28 (C): -0.475, atom 29 (C): -0.585, atom 30 (C): -0.583, atom 31 (H): 0.431, atom 32 (H): 0.383, atom 33 (H): 0.384, atom 34 (H): 0.342, atom 35 (H): 0.308, atom 36 (H): 0.338, atom 37 (H): 0.475, atom 38 (H): 0.381, atom 39 (H): 0.362, atom 40 (H): 0.359, atom 41 (H): 0.329, atom 42 (H): 0.375, atom 43 (H): 0.348, atom 44 (H): 0.397, atom 45 (H): 0.256, atom 46 (H): 0.437, atom 47 (H): 0.383, atom 48 (H): 0.358, atom 49 (H): 0.391, atom 50 (H): 0.475, atom 51 (I): 0.165, atom 52 (I): -0.687, atom 53 (O): -0.816, atom 54 (C): 1.368, atom 55 (O): -0.773, atom 56 (C): 0.257, atom 57 (C): -0.455, atom 58 (C): -0.105, atom 59 (C): -0.428, atom 60 (C): -0.123, atom 61 (C): -0.526, atom 62 (N): 1.084, atom 63 (O): -0.600, atom 64 (O): -0.665, atom 65 (N): 1.067, atom 66 (O): -0.650, atom 67 (O): -0.626, atom 68 (H): 0.653, atom 69 (H): 0.601, atom 70 (H): 0.641

***

2.
C32H23F6IrN2OPS3 | ωB97M-V/def2-TZVPD

Calculated values
LUMO level (alpha / beta) in eV: -0.88 / -3.19
⟨S²⟩: 0.774
2S+1: 2
Net charge: 0
HOMO level (alpha / beta) in eV: -8.2 / -8.3
ΔE to the lowest compared entry with this formula, charge and spin in kcal/mol: 6.3
Kohn-Sham gap (alpha / beta) in eV: 7.33 / 5.08

Atoms and positions in Å:
Ir1 0.2615 0.0244 -0.3162
S1 -0.1077 0.4217 2.0655
C1 -0.7691 -1.0692 2.5164
C2 -0.9230 -1.3939 3.8864
C3 -1.5101 -2.5677 4.2713
C4 -1.6502 -2.8730 5.6674
N1 -1.7576 -3.1012 6.7877
C5 -1.9786 -3.4815 3.2832
C6 -1.8356 -3.1939 1.9517
C7 -1.2301 -1.9895 1.5398
S2 -1.1496 -1.6659 -0.1405
C8 -2.6082 -4.7115 3.6746
N2 -3.1251 -5.6937 3.9698
H1 -0.5624 -0.6970 4.6305
H2 -2.1854 -3.8989 1.2095
O1 -1.3709 1.2530 -0.6151
S3 -2.2815 1.8452 -1.6914
C9 -1.5266 1.5454 -3.2942
C10 -2.4231 2.0353 -4.3965
C11 -3.7007 1.5091 -4.5699
C12 -4.4918 1.9314 -5.6266
C13 -4.0091 2.8757 -6.5228
C14 -2.7358 3.3994 -6.3573
C15 -1.9454 2.9821 -5.2958
C16 -2.0959 3.6389 -1.5028
C17 -0.7001 4.1745 -1.4461
C18 0.0540 4.0238 -0.2840
C19 1.3367 4.5441 -0.2100
C20 1.8758 5.2186 -1.2967
C21 1.1284 5.3745 -2.4556
C22 -0.1545 4.8530 -2.5308
H3 -1.4019 0.4600 -3.3179
H4 -0.5368 2.0055 -3.3136
H5 -4.0746 0.7608 -3.8805
H6 -5.4830 1.5176 -5.7555
H7 -4.6220 3.1937 -7.3558
H8 -2.3533 4.1301 -7.0578
H9 -0.9413 3.3713 -5.1743
H10 -2.6306 3.8413 -0.5737
H11 -2.6812 4.0486 -2.3301
H12 -0.3733 3.5135 0.5711
H13 1.9156 4.4169 0.6956
H14 2.8757 5.6283 -1.2370
H15 1.5419 5.9098 -3.3007
H16 -0.7452 4.9915 -3.4289
F1 1.7997 -1.1550 0.3994
P1 3.3793 -0.3298 0.4592
F2 3.1617 -0.2512 2.0305
F3 2.4201 1.0573 0.3275
F4 3.3952 -0.4218 -1.1196
F5 4.0629 -1.7428 0.5854
F6 4.6957 0.5279 0.5053
C23 -0.4728 -2.4913 -5.5628
C24 -0.6259 -2.9415 -4.2345
C25 -0.2063 -2.1694 -3.1887
C26 0.3810 -0.8927 -3.3859
C27 0.7612 -0.0276 -2.3102
C28 1.4412 1.1236 -2.6347
C29 1.6763 1.5261 -3.9663
C30 1.2230 0.7599 -4.9987
C31 0.5782 -0.4715 -4.7294
C32 0.1283 -1.2902 -5.7969
H17 -0.8082 -3.1075 -6.3867
H18 -1.0628 -3.9133 -4.0431
H19 -0.2911 -2.5600 -2.1867
H20 1.8029 1.7792 -1.8524
H21 2.2025 2.4529 -4.1543
H22 1.3708 1.0605 -6.0293
H23 0.2836 -0.9408 -6.8111

Atom-resolved charges from natural (NBO), all expressed in e: atom 1 (Ir): 0.933, atom 2 (S): 0.142, atom 3 (C): -0.228, atom 4 (C): -0.139, atom 5 (C): -0.085, atom 6 (C): 0.257, atom 7 (N): -0.264, atom 8 (C): -0.125, atom 9 (C): -0.169, atom 10 (C): -0.199, atom 11 (S): 0.256, atom 12 (C): 0.267, atom 13 (N): -0.261, atom 14 (H): 0.245, atom 15 (H): 0.244, atom 16 (O): -0.943, atom 17 (S): 1.288, atom 18 (C): -0.661, atom 19 (C): -0.078, atom 20 (C): -0.155, atom 21 (C): -0.217, atom 22 (C): -0.203, atom 23 (C): -0.202, atom 24 (C): -0.204, atom 25 (C): -0.628, atom 26 (C): 0.022, atom 27 (C): -0.234, atom 28 (C): -0.187, atom 29 (C): -0.205, atom 30 (C): -0.196, atom 31 (C): -0.240, atom 32 (H): 0.282, atom 33 (H): 0.284, atom 34 (H): 0.209, atom 35 (H): 0.220, atom 36 (H): 0.220, atom 37 (H): 0.219, atom 38 (H): 0.219, atom 39 (H): 0.251, atom 40 (H): 0.255, atom 41 (H): 0.224, atom 42 (H): 0.228, atom 43 (H): 0.223, atom 44 (H): 0.218, atom 45 (H): 0.214, atom 46 (F): -0.536, atom 47 (P): 2.621, atom 48 (F): -0.562, atom 49 (F): -0.596, atom 50 (F): -0.560, atom 51 (F): -0.556, atom 52 (F): -0.558, atom 53 (C): -0.214, atom 54 (C): -0.211, atom 55 (C): -0.188, atom 56 (C): -0.134, atom 57 (C): -0.187, atom 58 (C): -0.298, atom 59 (C): -0.226, atom 60 (C): -0.219, atom 61 (C): 0.012, atom 62 (C): -0.200, atom 63 (H): 0.216, atom 64 (H): 0.216, atom 65 (H): 0.217, atom 66 (H): 0.226, atom 67 (H): 0.219, atom 68 (H): 0.213, atom 69 (H): 0.209

***

3.
C32H23N5OSeTc | ωB97M-V/def2-TZVPD

Calculated values
LUMO level (alpha / beta) in eV: -0.08 / -0.71
⟨S²⟩: 3.830
2S+1: 4
Net charge: 0
HOMO level (alpha / beta) in eV: -5.3 / -7.8
ΔE to the lowest compared entry with this formula, charge and spin in kcal/mol: 0.0
Kohn-Sham gap (alpha / beta) in eV: 5.26 / 7.05

Atoms and positions in Å:
Tc1 1.0681 0.2771 -0.2846
C1 -4.0309 11.1609 -6.9993
O1 -3.8193 11.0852 -5.6014
C2 -3.3152 9.9276 -5.1027
C3 -2.9987 8.8129 -5.8705
C4 -2.4851 7.6813 -5.2540
C5 -2.2797 7.6404 -3.8810
C6 -2.6068 8.7666 -3.1242
C7 -3.1185 9.8985 -3.7226
C8 -1.7223 6.4220 -3.2839
N1 -1.4521 5.3194 -3.9389
C9 -0.9390 4.4580 -3.0009
C10 -0.9064 5.0473 -1.7629
N2 -1.4038 6.3149 -1.9559
C11 -0.4146 4.4075 -0.5771
C12 -0.3477 4.9637 0.6820
C13 0.1742 4.1957 1.7398
C14 0.5981 2.9148 1.4933
N3 0.5449 2.3370 0.2767
C15 0.0432 3.0734 -0.7725
C16 0.0127 2.4487 -2.0369
N4 0.4860 1.1549 -2.1116
C17 0.4608 0.5325 -3.3111
C18 0.0101 1.1306 -4.4590
C19 -0.4692 2.4501 -4.4047
C20 -0.4734 3.1100 -3.1971
H1 -4.4290 12.1534 -7.1892
H2 -4.7531 10.4112 -7.3320
H3 -3.0945 11.0352 -7.5487
H4 -3.1434 8.8113 -6.9406
H5 -2.2331 6.8095 -5.8416
H6 -2.4706 8.7768 -2.0495
H7 -3.3743 10.7739 -3.1419
H8 -1.5040 7.0311 -1.2606
H9 -0.6884 5.9761 0.8585
H10 0.2418 4.5961 2.7406
H11 1.0009 2.2935 2.2837
H12 0.8236 -0.4860 -3.3112
H13 0.0255 0.5759 -5.3855
H14 -0.8364 2.9565 -5.2869
Se1 2.6891 0.0306 1.5776
C21 3.0731 -1.8437 1.7007
C22 4.2776 -2.3524 1.2336
C23 4.5134 -3.7167 1.3338
N5 3.6527 -4.5866 1.8539
C24 2.5046 -4.0856 2.3098
C25 2.1748 -2.7415 2.2675
H15 5.0201 -1.7012 0.7917
H16 5.4478 -4.1301 0.9674
H17 1.8105 -4.7988 2.7420
H18 1.2256 -2.3985 2.6575
C26 0.8299 -1.4118 -0.4985
C27 0.5641 -2.8154 -0.6892
C28 1.5987 -3.6461 -1.1280
C29 1.3801 -5.0061 -1.2616
C30 0.1297 -5.5391 -0.9743
C31 -0.9035 -4.7149 -0.5478
C32 -0.6891 -3.3562 -0.3943
H19 2.5688 -3.2182 -1.3412
H20 2.1863 -5.6523 -1.5817
H21 -0.0380 -6.6032 -1.0782
H22 -1.8753 -5.1354 -0.3246
H23 -1.4798 -2.7070 -0.0417

Atom-resolved charges from natural (NBO), all expressed in e: atom 1 (Tc): 0.749, atom 2 (C): -0.254, atom 3 (O): -0.487, atom 4 (C): 0.314, atom 5 (C): -0.326, atom 6 (C): -0.082, atom 7 (C): -0.150, atom 8 (C): -0.163, atom 9 (C): -0.256, atom 10 (C): 0.374, atom 11 (N): -0.482, atom 12 (C): 0.164, atom 13 (C): 0.086, atom 14 (N): -0.516, atom 15 (C): -0.079, atom 16 (C): -0.184, atom 17 (C): -0.296, atom 18 (C): 0.063, atom 19 (N): -0.626, atom 20 (C): 0.190, atom 21 (C): 0.093, atom 22 (N): -0.569, atom 23 (C): 0.067, atom 24 (C): -0.294, atom 25 (C): -0.183, atom 26 (C): -0.005, atom 27 (H): 0.203, atom 28 (H): 0.178, atom 29 (H): 0.178, atom 30 (H): 0.223, atom 31 (H): 0.229, atom 32 (H): 0.196, atom 33 (H): 0.228, atom 34 (H): 0.418, atom 35 (H): 0.203, atom 36 (H): 0.224, atom 37 (H): 0.216, atom 38 (H): 0.209, atom 39 (H): 0.224, atom 40 (H): 0.231, atom 41 (Se): -0.103, atom 42 (C): -0.130, atom 43 (C): -0.296, atom 44 (C): 0.035, atom 45 (N): -0.431, atom 46 (C): 0.037, atom 47 (C): -0.291, atom 48 (H): 0.226, atom 49 (H): 0.190, atom 50 (H): 0.192, atom 51 (H): 0.226, atom 52 (C): 0.064, atom 53 (C): -0.238, atom 54 (C): -0.110, atom 55 (C): -0.213, atom 56 (C): -0.190, atom 57 (C): -0.217, atom 58 (C): -0.157, atom 59 (H): 0.219, atom 60 (H): 0.220, atom 61 (H): 0.217, atom 62 (H): 0.218, atom 63 (H): 0.220

***

4.
C32H24BrCl3IKN3P2Se2Si | ωB97M-V/def2-TZVPD

Calculated values
LUMO level in eV: 1.99
2S+1: 1
Net charge: -1
HOMO level in eV: -5.4
ΔE to the lowest compared entry with this formula, charge and spin in kcal/mol: 1.5
Kohn-Sham gap in eV: 7.35

Atoms and positions in Å:
K1 -1.3453 0.3723 -0.0352
Se1 0.9768 0.4492 7.3006
P1 -0.8714 0.5158 6.2848
C1 -1.8694 2.0097 6.5705
C2 -2.9034 2.3392 5.6942
C3 -3.7067 3.4365 5.9506
C4 -3.4758 4.2173 7.0781
C5 -2.4401 3.8985 7.9413
C6 -1.6357 2.7942 7.6887
C7 -1.9553 -0.8199 6.9033
C8 -1.4357 -2.0999 7.0801
C9 -2.2337 -3.1202 7.5717
C10 -3.5554 -2.8724 7.9147
C11 -4.0723 -1.5938 7.7742
C12 -3.2781 -0.5729 7.2712
C13 -0.7257 0.5393 4.4781
C14 -0.7539 -0.2435 3.3150
N1 -0.4224 0.5821 2.2995
N2 -0.2095 1.7871 2.7901
N3 -0.3694 1.7836 4.0938
P2 -1.1201 -1.9371 2.8457
Se2 -0.4747 -2.4871 0.8814
C15 -0.2316 -2.9613 4.0413
C16 1.0097 -2.5221 4.4963
C17 1.7734 -3.3361 5.3184
C18 1.2975 -4.5866 5.6896
C19 0.0580 -5.0233 5.2381
C20 -0.7083 -4.2130 4.4148
C21 -2.8950 -2.2644 3.0505
C22 -3.6687 -2.6935 1.9784
C23 -5.0303 -2.9057 2.1442
C24 -5.6221 -2.6988 3.3795
C25 -4.8528 -2.2743 4.4556
C26 -3.4962 -2.0568 4.2902
H1 -3.0677 1.7515 4.7987
H2 -4.4998 3.6922 5.2600
H3 -4.0979 5.0823 7.2724
H4 -2.2489 4.5152 8.8106
H5 -0.8110 2.5418 8.3447
H6 -0.3954 -2.2903 6.8541
H7 -1.8145 -4.1105 7.6940
H8 -4.1761 -3.6716 8.3007
H9 -5.0970 -1.3851 8.0556
H10 -3.6994 0.4164 7.1635
H11 1.3759 -1.5408 4.2157
H12 2.7353 -2.9883 5.6720
H13 1.8923 -5.2217 6.3345
H14 -0.3145 -5.9974 5.5302
H15 -1.6752 -4.5528 4.0629
H16 -3.2071 -2.8389 1.0125
H17 -5.6289 -3.2124 1.2966
H18 -6.6858 -2.8590 3.5044
H19 -5.3056 -2.1049 5.4246
H20 -2.9049 -1.7316 5.1352
Cl1 -4.1204 0.5424 0.6410
Si1 -4.0292 0.9532 -1.5571
Cl2 -4.9978 2.8878 -1.5430
Cl3 -5.7087 -0.2703 -2.1646
Br1 6.6159 -0.7871 1.8085
C27 5.3896 -2.2253 1.8827
C28 5.9076 -3.4928 2.1176
C29 5.0605 -4.5861 2.1880
C30 3.6947 -4.4138 2.0166
C31 3.1802 -3.1503 1.7804
C32 4.0220 -2.0425 1.7182
I1 3.1312 -0.1905 1.4066
H21 6.9746 -3.6117 2.2450
H22 5.4730 -5.5694 2.3730
H23 3.0189 -5.2577 2.0686
H24 2.1150 -3.0160 1.6293

Atom-resolved charges from natural (NBO), all expressed in e: atom 1 (K): 0.887, atom 2 (Se): -0.530, atom 3 (P): 1.279, atom 4 (C): -0.391, atom 5 (C): -0.126, atom 6 (C): -0.222, atom 7 (C): -0.205, atom 8 (C): -0.219, atom 9 (C): -0.179, atom 10 (C): -0.421, atom 11 (C): -0.117, atom 12 (C): -0.232, atom 13 (C): -0.202, atom 14 (C): -0.216, atom 15 (C): -0.196, atom 16 (C): -0.306, atom 17 (C): -0.332, atom 18 (N): -0.371, atom 19 (N): -0.110, atom 20 (N): -0.281, atom 21 (P): 1.293, atom 22 (Se): -0.586, atom 23 (C): -0.304, atom 24 (C): -0.214, atom 25 (C): -0.200, atom 26 (C): -0.208, atom 27 (C): -0.225, atom 28 (C): -0.207, atom 29 (C): -0.436, atom 30 (C): -0.097, atom 31 (C): -0.229, atom 32 (C): -0.187, atom 33 (C): -0.218, atom 34 (C): -0.189, atom 35 (H): 0.224, atom 36 (H): 0.216, atom 37 (H): 0.208, atom 38 (H): 0.209, atom 39 (H): 0.240, atom 40 (H): 0.232, atom 41 (H): 0.216, atom 42 (H): 0.211, atom 43 (H): 0.213, atom 44 (H): 0.234, atom 45 (H): 0.248, atom 46 (H): 0.225, atom 47 (H): 0.212, atom 48 (H): 0.211, atom 49 (H): 0.227, atom 50 (H): 0.234, atom 51 (H): 0.219, atom 52 (H): 0.209, atom 53 (H): 0.215, atom 54 (H): 0.235, atom 55 (Cl): -0.567, atom 56 (Si): 0.656, atom 57 (Cl): -0.510, atom 58 (Cl): -0.511, atom 59 (Br): 0.063, atom 60 (C): -0.130, atom 61 (C): -0.235, atom 62 (C): -0.213, atom 63 (C): -0.217, atom 64 (C): -0.164, atom 65 (C): -0.216, atom 66 (I): 0.207, atom 67 (H): 0.224, atom 68 (H): 0.212, atom 69 (H): 0.218, atom 70 (H): 0.242